Run P
A cluster of 2 separate species, C3HN2O3 in total. Source: OMol25; level of theory: ωB97M-V/def2-TZVPD.

Cartesian coordinates (Å):
C  0.302  2.553  0.716
C  0.202  -0.974  0.590
C  -0.633  -1.800  -1.626
N  -0.049  1.626  0.057
N  -0.120  -1.816  -0.543
O  0.556  3.532  1.410
O  -1.133  -1.895  -2.688
O  0.641  -1.451  1.592
H  0.235  0.224  0.492

Its total charge is -1. The calculation puts the LUMO energy at 3.4 eV. Its multiplicity is 1. The calculation puts the orbital gap at 7.903 eV.

Atom charges from the Mulliken analysis, given in e for atoms 1 to 8:
1 C 0.579
2 C 0.132
3 C 0.640
4 N -0.736
5 N -0.273
6 O -0.702
7 O -0.505
8 O -0.495

Run Q
A cluster of 2 separate species, C3HN2O3 in total. Source: OMol25; level of theory: ωB97M-V/def2-TZVPD.

Cartesian coordinates (Å):
C  0.447  1.253  2.203
C  0.041  -0.841  -0.590
C  -0.417  0.088  -2.841
N  0.885  1.222  1.099
N  -0.399  -0.609  -1.860
O  0.073  1.245  3.376
O  -0.368  0.796  -3.740
O  -0.062  -1.877  -0.031
H  0.640  0.096  -0.295

Its total charge is -1. The calculation puts the LUMO energy at 3.2 eV. Its multiplicity is 1. The calculation puts the orbital gap at 7.308 eV.

Atom charges from the Mulliken analysis, given in e for atoms 1 to 8:
1 C 0.492
2 C 0.238
3 C 0.571
4 N -0.783
5 N -0.223
6 O -0.725
7 O -0.434
8 O -0.509

Most stable one: run P, least stable one: run Q.

Run P
The molecule C6H4O2. Source: OMol25; level of theory: ωB97M-V/def2-TZVPD.

Cartesian coordinates (Å):
C  1.073  -0.387  -1.123
C  1.466  -1.161  -0.107
C  -1.137  0.794  -0.428
C  -0.404  -0.464  -0.893
C  0.132  -1.422  0.497
C  -0.932  0.805  0.838
O  -0.814  -1.665  -0.442
O  -0.810  1.156  2.083
H  1.568  0.233  -1.840
H  2.417  -1.395  0.325
H  -1.681  1.391  -1.137
H  -0.877  2.115  2.227

Its total charge is 0. The calculation puts the LUMO energy at 0.3 eV. Its multiplicity is 1. The calculation puts the orbital gap at 7.881 eV.

Atom charges from the Mulliken analysis, given in e for atoms 1 to 8:
1 C -0.825
2 C 0.003
3 C -0.593
4 C 1.135
5 C -0.761
6 C 0.163
7 O -0.194
8 O -0.449

Run Q
The molecule C6H4O2. Source: OMol25; level of theory: ωB97M-V/def2-TZVPD.

Cartesian coordinates (Å):
C  2.631  0.013  -1.735
C  1.613  -0.085  -1.037
C  0.322  -0.130  -0.463
C  0.252  -0.929  0.597
O  -1.010  -0.678  1.311
C  -1.510  0.314  0.603
O  -2.716  0.603  1.108
C  -0.830  0.836  -0.521
H  3.763  -0.148  -1.890
H  0.885  -1.728  1.030
H  -2.703  0.117  2.078
H  -0.698  1.814  -1.081

Its total charge is 0. The calculation puts the LUMO energy at 0.6 eV. Its multiplicity is 1. The calculation puts the orbital gap at 8.981 eV. Its structure (SMILES) is C#Cc1coc(O)c1.

Atom charges from the Mulliken analysis, given in e for atoms 1 to 8:
1 C -0.110
2 C -0.393
3 C 0.723
4 C -0.612
5 O -0.384
6 C 0.847
7 O -0.542
8 C -0.941

Most stable one: run Q, least stable one: run P.

Run P
The molecule C3H5NS2. Source: OMol25; level of theory: ωB97M-V/def2-TZVPD.

Cartesian coordinates (Å):
C  0.838  -1.597  -0.713
C  0.366  -0.590  0.289
S  0.686  -0.740  1.877
C  -0.437  0.587  -0.250
N  -1.007  1.358  0.685
S  -0.565  0.881  -1.867
H  0.010  -1.972  -1.271
H  1.475  -1.138  -1.456
H  1.393  -2.404  -0.238
H  -1.505  2.179  0.400
H  -0.866  1.169  1.665

Its total charge is 0. The calculation puts the LUMO energy at -1.4 eV. Its multiplicity is 1. The calculation puts the orbital gap at 7.262 eV. Its structure (SMILES) is CC(=S)C(N)=S.

Atom charges from the Mulliken analysis, given in e for atoms 1 to 8:
1 C -1.195
2 C 0.433
3 S -0.311
4 C 0.303
5 N -0.331
6 S -0.313
7 H 0.342
8 H 0.347

Run Q
A cluster of 2 separate species, C3H5NS2 in total. Source: OMol25; level of theory: ωB97M-V/def2-TZVPD.

Cartesian coordinates (Å):
C  0.271  -0.120  -0.930
C  -0.788  -1.139  -0.308
C  -1.599  -0.711  0.624
H  3.534  1.688  0.535
H  0.021  0.875  0.955
H  -1.017  -2.144  -0.596
H  -2.156  -1.338  1.417
H  -1.471  0.263  0.995
N  0.816  0.654  0.030
S  1.728  2.088  -0.199
S  0.660  -0.116  -2.522

Its total charge is 0. The calculation puts the LUMO energy at -1.2 eV. Its multiplicity is 1. The calculation puts the orbital gap at 7.409 eV.

Atom charges from the Mulliken analysis, given in e for atoms 1 to 8:
1 C 0.297
2 C -0.073
3 C -0.794
4 H 0.115
5 H 0.314
6 H 0.340
7 H 0.223
8 H 0.267

Most stable one: run P, least stable one: run Q.

Run P
The molecule C13H14N2O2S. Source: OMol25; level of theory: ωB97M-V/def2-TZVPD.

Cartesian coordinates (Å):
C  0.310  2.609  -3.771
C  -0.438  2.932  -2.481
O  0.343  2.706  -1.326
C  0.554  1.434  -0.887
C  1.433  1.312  0.191
C  1.700  0.078  0.743
C  1.097  -1.072  0.243
C  1.371  -2.418  0.867
C  1.477  -2.309  2.365
O  2.457  -2.591  3.011
N  0.368  -1.809  3.024
C  -0.863  -1.483  2.535
N  -1.386  -1.878  1.430
C  -2.624  -1.359  1.245
C  -3.078  -0.552  2.232
S  -1.897  -0.405  3.481
C  0.236  -0.948  -0.834
C  -0.037  0.285  -1.401
H  0.579  1.556  -3.811
H  -0.314  2.848  -4.628
H  1.223  3.197  -3.823
H  -0.669  4.001  -2.446
H  -1.382  2.376  -2.427
H  1.891  2.207  0.581
H  2.388  0.005  1.574
H  0.564  -3.106  0.614
H  2.319  -2.823  0.501
H  0.519  -1.630  4.010
H  -3.161  -1.620  0.352
H  -4.017  -0.043  2.311
H  -0.242  -1.828  -1.238
H  -0.720  0.331  -2.234

Its total charge is 0. The calculation puts the LUMO energy at 0.6 eV. Its multiplicity is 1. The calculation puts the orbital gap at 8.879 eV. Its structure (SMILES) is CCOc1ccc(CC(=O)Nc2nccs2)cc1.

Atom charges from the Mulliken analysis, given in e for atoms 1 to 8:
1 C -1.023
2 C -0.411
3 O -0.467
4 C 0.857
5 C -0.662
6 C -0.148
7 C -0.005
8 C -0.700

Run Q
The molecule C13H14N2O2S. Source: OMol25; level of theory: ωB97M-V/def2-TZVPD.

Cartesian coordinates (Å):
C  0.771  2.996  -1.539
C  -0.535  2.361  -2.178
O  -0.689  0.937  -2.410
C  0.160  0.518  -3.432
O  0.672  1.245  -4.348
C  0.242  -1.187  -3.274
S  1.902  -1.489  -2.172
C  1.013  -1.349  -0.685
N  1.795  -1.285  0.390
C  1.466  -1.009  1.686
C  2.536  -0.975  2.730
C  0.002  -1.079  1.987
C  -0.632  -0.658  3.157
C  -2.112  -0.523  3.319
C  -2.759  -0.562  2.105
C  -2.335  -0.967  0.838
C  -0.776  -1.020  0.786
N  -0.551  -1.163  -0.499
H  0.822  2.570  -0.570
H  1.698  2.596  -2.191
H  0.587  3.941  -1.592
H  -1.373  2.527  -1.623
H  -0.611  2.776  -3.297
H  -0.614  -1.550  -2.788
H  0.431  -1.568  -4.130
H  2.436  -0.152  3.347
H  2.284  -1.759  3.485
H  3.378  -1.497  2.298
H  -0.013  -0.758  4.124
H  -2.610  -0.409  4.246
H  -3.763  -0.722  2.271
H  -2.826  -0.787  -0.041

Its total charge is 0. The calculation puts the LUMO energy at -0.8 eV. Its multiplicity is 1. The calculation puts the orbital gap at 6.981 eV. Its structure (SMILES) is CCOC(=O)CSc1nc(C)c2ccccc2n1.

Atom charges from the Mulliken analysis, given in e for atoms 1 to 8:
1 C -1.060
2 C -0.490
3 O -0.270
4 C 0.622
5 O -0.574
6 C -0.969
7 S -0.105
8 C 0.171

Most stable one: run P, least stable one: run Q.